# 1
{"formula": "C5H13NSi", "method": "the ωB97M-V functional and the def2-TZVPD basis", "charge": 0, "relative_energy_kj_mol": 343.52, "mol_weight_da": 115.3, "e_homo_ev": [-9.88, -8.41], "homo_lumo_gap_ev": [9.83, 7.98], "symbols": ["C", "C", "C", "C", "C", "N", "Si", "H", "H", "H", "H", "H", "H", "H", "H", "H", "H", "H", "H", "H"], "coordinates": [[-4.2299, 0.2839, -0.1108], [0.8112, -1.8900, 0.4353], [2.7160, 0.2767, -0.7757], [0.7140, 1.0652, 1.4539], [-0.3085, 0.3642, -1.3577], [-3.3071, -0.5035, -0.0018], [0.9646, -0.0641, -0.0761], [-5.2667, 0.0399, 0.1582], [-4.1274, 1.3081, -0.4908], [-0.1012, -2.0622, 0.9994], [0.7855, -2.5388, -0.4354], [1.6480, -2.2042, 1.0535], [3.4766, 0.1027, -0.0209], [2.9365, -0.3665, -1.6226], [2.8096, 1.3058, -1.1086], [1.1900, 0.6310, 2.3293], [1.1382, 2.0522, 1.2933], [-0.3421, 1.1843, 1.6737], [-0.4168, 1.3436, -1.7880], [-1.0907, -0.3284, -1.6080]]}

=====

# 2
{"formula": "C5H13O2", "method": "the ωB97M-V functional and the def2-TZVPD basis", "charge": -1, "relative_energy_kj_mol": 56.23, "mol_weight_da": 105.2, "e_homo_ev": -3.26, "homo_lumo_gap_ev": 7.58, "symbols": ["C", "O", "C", "H", "H", "H", "H", "H", "C", "O", "C", "C", "H", "H", "H", "H", "H", "H", "H", "H"], "coordinates": [[1.4126, -0.6767, 1.4857], [0.4237, -0.6490, 0.5534], [1.1349, -1.6601, 2.6368], [1.5839, 0.3292, 1.9336], [2.3910, -0.9647, 1.0385], [1.7523, -1.4096, 3.5136], [1.3561, -2.6865, 2.3287], [0.0837, -1.6070, 2.9249], [-0.3786, 0.3345, -2.3570], [0.0609, -0.9515, -1.9757], [-1.5460, 0.8883, -1.5268], [-1.1036, 1.6708, -0.2968], [0.4441, 1.0630, -2.3785], [-0.7534, 0.2004, -3.3810], [0.2766, -0.9531, -0.9845], [-2.1276, 1.5409, -2.1936], [-2.1739, 0.0326, -1.2714], [-0.5163, 2.5392, -0.6208], [-1.9392, 1.9394, 0.3511], [-0.3810, 1.0199, 0.2199]]}

=====

# 3
{"formula": "C5H13O2Pd", "method": "the ωB97M-V functional and the def2-TZVPD basis", "charge": 1, "mol_weight_da": 211.6, "e_homo_ev": [-11.81, -14.38], "s2": 2.00, "multiplicity": 3, "homo_lumo_gap_ev": [9.18, 8.02], "symbols": ["H", "C", "C", "H", "H", "H", "H", "O", "C", "C", "O", "C", "H", "H", "H", "H", "H", "H", "H", "H", "Pd"], "coordinates": [[2.9501, -0.3599, 1.6779], [2.3756, 0.5319, 1.9640], [0.8964, 0.2224, 2.0434], [2.5798, 1.3895, 1.3077], [2.7219, 0.8256, 2.9658], [0.4113, 1.1091, 2.4845], [0.3894, -0.4923, 2.6981], [0.3211, -0.0522, 0.6283], [-0.2011, 1.0269, -0.1320], [-0.5877, 0.4866, -1.4889], [-1.3500, -0.7074, -1.2833], [-2.0074, -1.1913, -2.4530], [0.5699, 1.8009, -0.2463], [-1.0785, 1.4417, 0.3882], [0.2993, 0.2388, -2.0911], [-1.1970, 1.2262, -2.0260], [-2.5442, -2.1045, -2.1765], [-2.7212, -0.4372, -2.8076], [-1.2687, -1.4090, -3.2365], [-0.0082, -2.0439, 1.6076], [-0.5508, -1.5018, 0.1759]]}

=====

# 4
{"formula": "C5H13O2Pt", "method": "the ωB97M-V functional and the def2-TZVPD basis", "charge": 1, "mol_weight_da": 300.2, "e_homo_ev": [-11.03, -13.44], "s2": 2.00, "multiplicity": 3, "homo_lumo_gap_ev": [7.10, 9.06], "symbols": ["C", "O", "C", "H", "H", "H", "H", "H", "C", "O", "C", "C", "H", "H", "H", "H", "H", "H", "H", "H", "Pt"], "coordinates": [[2.6233, 0.9546, -0.9219], [1.3309, 0.5797, -0.4931], [1.2570, -0.7704, 0.5211], [2.8807, 0.2122, -1.6927], [2.5862, 1.9485, -1.3868], [3.3749, 0.8900, -0.1211], [1.6854, -1.6088, -0.0581], [2.1726, -0.4873, 1.0513], [-2.7448, 0.8182, -0.5428], [-1.4934, 0.4480, 0.0385], [-1.3130, -0.9749, 0.1409], [-0.0922, -1.2926, 0.9772], [-2.7828, 1.9122, -0.5895], [-2.8241, 0.4014, -1.5557], [-3.5596, 0.4405, 0.0880], [-1.2232, -1.3922, -0.8737], [-2.2117, -1.3840, 0.6234], [-0.0305, -2.3872, 1.0397], [-0.2652, -0.9235, 2.0007], [0.6381, 1.0398, 1.5855], [-0.0088, 1.5757, 0.1692]]}

=====

# 5
{"formula": "C5H13O3", "method": "the ωB97M-V functional and the def2-TZVPD basis", "charge": 0, "relative_energy_kj_mol": 111.60, "mol_weight_da": 121.2, "e_homo_ev": [-9.35, -9.62], "s2": 0.76, "multiplicity": 2, "homo_lumo_gap_ev": [10.25, 8.39], "symbols": ["H", "C", "C", "O", "C", "C", "O", "C", "H", "H", "H", "H", "H", "H", "H", "H", "H", "H", "H", "O", "H"], "coordinates": [[-2.0460, 2.3453, 0.6273], [-2.4008, 1.8203, -0.2717], [-1.6218, 0.5409, -0.4363], [-0.2757, 0.8327, -0.6798], [0.4981, -0.1910, -1.2593], [0.7370, -1.4048, -0.3738], [1.2409, -1.0974, 0.9091], [2.5787, -0.6514, 0.9481], [-2.3062, 2.4656, -1.1585], [-3.4660, 1.5900, -0.1364], [-2.0542, -0.1259, -1.2002], [-1.5461, 0.0320, 0.7624], [1.4585, 0.2701, -1.5267], [0.0077, -0.5395, -2.1855], [1.4299, -2.0882, -0.8940], [-0.2094, -1.9368, -0.2076], [2.8608, -0.5598, 2.0033], [3.2415, -1.3801, 0.4538], [2.7024, 0.3294, 0.4627], [-0.8500, -0.0063, 2.2815], [0.0206, -0.2452, 1.8818]]}

=====

# 6
{"formula": "C5H13OP", "method": "the ωB97M-V functional and the def2-TZVPD basis", "charge": 0, "relative_energy_kj_mol": 200.01, "mol_weight_da": 120.1, "e_homo_ev": -8.79, "smiles": "CCC=O.CPC", "homo_lumo_gap_ev": 9.71, "symbols": ["C", "C", "C", "C", "C", "O", "P", "H", "H", "H", "H", "H", "H", "H", "H", "H", "H", "H", "H", "H"], "coordinates": [[3.7423, -1.3014, 0.0208], [-3.6578, 0.2535, -1.1927], [-1.7788, 1.4070, 0.4892], [2.5795, -0.6748, 0.7639], [1.7155, 0.2098, -0.0861], [1.8184, 1.3825, -0.1664], [-2.4148, -0.2827, 0.0774], [3.5010, -1.7475, -0.9485], [4.5408, -0.6374, 0.1194], [4.2346, -2.2212, 0.4687], [-4.1290, -0.5423, -1.7518], [-3.1006, 0.9656, -1.7619], [-4.4271, 0.8120, -0.6504], [-1.0402, 1.4704, -0.3016], [-1.1407, 1.2814, 1.3765], [-2.5280, 2.1117, 0.3473], [2.9595, -0.0314, 1.6076], [1.7920, -1.4738, 1.1588], [0.8733, -0.3747, -0.5453], [-3.5400, -0.6067, 0.9751]]}

=====

# 7
{"formula": "C5H13PS", "method": "the ωB97M-V functional and the def2-TZVPD basis", "charge": 0, "relative_energy_kj_mol": 257.69, "mol_weight_da": 136.2, "e_homo_ev": -8.69, "smiles": "CP(C)S.C=CC", "homo_lumo_gap_ev": 9.61, "symbols": ["C", "C", "C", "C", "C", "P", "S", "H", "H", "H", "H", "H", "H", "H", "H", "H", "H", "H", "H", "H"], "coordinates": [[-0.6237, -2.1616, 3.3147], [0.6310, -0.4994, -2.1298], [0.7746, 2.4481, -1.6984], [0.1279, -1.0565, 2.6791], [-0.2535, -0.4309, 1.5456], [-0.3985, 0.9826, -1.6437], [-1.1561, 1.4956, -3.5463], [-0.7511, -2.0640, 4.4444], [-1.5812, -2.2313, 2.9560], [0.0588, -3.0034, 3.2721], [0.6909, -1.1733, -1.2632], [0.1341, -1.0893, -2.7916], [1.5324, -0.1740, -2.4821], [1.5786, 2.1775, -2.4318], [0.0841, 3.3142, -1.9050], [1.1275, 2.5608, -0.5675], [-2.3024, 1.9913, -2.9619], [1.0056, -0.7422, 3.2408], [-1.0701, -0.6510, 0.8706], [0.3911, 0.3069, 1.0979]]}

=====

# 8
{"formula": "C5H14", "method": "the ωB97M-V functional and the def2-TZVPD basis", "charge": -1, "relative_energy_kj_mol": 32.81, "mol_weight_da": 74.2, "e_homo_ev": [1.53, -7.43], "s2": 0.75, "multiplicity": 2, "homo_lumo_gap_ev": [2.68, 11.76], "symbols": ["C", "C", "H", "H", "H", "H", "H", "H", "C", "C", "C", "H", "H", "H", "H", "H", "H", "H", "H"], "coordinates": [[-0.0593, 2.5810, 2.1818], [-0.0459, 1.0643, 2.1629], [0.7984, 3.1191, 2.5805], [-0.0447, 2.9543, 1.1408], [-1.0370, 2.9898, 2.4602], [-0.5603, 0.6587, 1.2892], [-0.5939, 0.5846, 2.9796], [0.9778, 0.6967, 2.1266], [-0.3132, -1.3410, -1.1263], [1.1283, -1.7944, -0.9000], [-0.6718, -0.9062, -2.5142], [-1.0168, -2.0700, -0.7101], [-0.5129, -0.4915, -0.4648], [1.8571, -1.1243, -1.3535], [-0.6211, -1.6081, -3.3429], [-1.7328, -0.6040, -2.5005], [-0.1143, -0.0133, -2.8171], [1.3279, -1.9104, 0.1692], [1.2345, -2.7851, -1.3613]]}